This record from the Open Molecules 2025 dataset describes a structure of composition C39H74BrCrN4OP2SSeSiTe. The level of theory is wB97M-V/def2-TZVPD.

```
126
Properties=species:S:1:pos:R:3
Cr 0.416 0.109 0.613
C 0.398 1.111 4.072
P 0.395 -0.397 3.048
C -1.284 -1.071 3.366
N -1.480 -1.760 4.461
C -2.712 -2.279 4.674
C -2.955 -3.055 5.831
C -4.193 -3.591 6.026
C -5.236 -3.382 5.086
C -5.030 -2.635 3.965
C -3.756 -2.064 3.739
N -3.537 -1.325 2.627
C -2.336 -0.837 2.439
P -2.049 0.095 0.888
C -2.953 -0.877 -0.343
C -3.038 1.669 1.064
C -4.536 1.378 1.202
C -2.575 2.436 2.303
C -2.815 2.512 -0.198
C 1.701 -1.466 3.837
C 3.011 -0.671 3.701
C 1.462 -1.740 5.327
C 1.797 -2.799 3.098
H 0.261 0.832 5.116
H -0.426 1.764 3.790
H 1.347 1.643 3.970
H -2.146 -3.206 6.532
H -4.390 -4.189 6.906
H -6.206 -3.824 5.270
H -5.811 -2.462 3.237
H -3.934 -1.127 0.057
H -2.398 -1.786 -0.563
H -3.056 -0.300 -1.261
H -4.761 0.779 2.082
H -4.939 0.872 0.326
H -5.059 2.333 1.297
H -2.724 1.856 3.216
H -3.166 3.349 2.396
H -1.527 2.735 2.247
H -3.328 2.082 -1.059
H -1.762 2.616 -0.467
H -3.226 3.511 -0.041
H 3.069 0.137 4.431
H 3.144 -0.240 2.709
H 3.842 -1.351 3.899
H 1.294 -0.833 5.908
H 2.373 -2.205 5.713
H 0.630 -2.415 5.491
H 2.027 -2.666 2.042
H 0.869 -3.368 3.173
H 2.588 -3.393 3.560
C 5.332 3.982 3.859
Te 3.673 3.420 2.655
C 2.541 5.178 3.065
H 5.726 4.927 3.497
H 6.092 3.210 3.765
H 5.017 4.064 4.895
H 2.369 5.255 4.135
H 1.586 5.114 2.546
H 3.081 6.049 2.704
C 1.988 2.936 -4.625
C 1.823 1.433 -4.889
C 1.955 1.189 -6.409
C 2.986 0.707 -4.198
Si 0.107 0.810 -4.337
Br 0.329 0.999 -1.894
C -0.256 -1.023 -4.664
C 1.009 -1.887 -4.559
C -1.284 -1.616 -3.694
C -0.802 -1.143 -6.105
C -1.342 2.022 -4.604
C -1.339 2.411 -6.100
C -1.267 3.314 -3.777
C -2.693 1.370 -4.277
H 2.991 3.237 -4.937
H 1.879 3.186 -3.566
H 1.283 3.541 -5.192
H 2.930 1.562 -6.736
H 1.198 1.710 -6.993
H 1.916 0.130 -6.662
H 3.908 1.257 -4.408
H 3.125 -0.308 -4.562
H 2.857 0.658 -3.118
H 1.471 -1.823 -3.571
H 1.750 -1.637 -5.317
H 0.724 -2.930 -4.722
H -0.899 -1.622 -2.675
H -1.467 -2.656 -3.982
H -2.242 -1.101 -3.712
H -0.114 -0.751 -6.855
H -1.764 -0.649 -6.235
H -0.951 -2.204 -6.327
H -0.487 3.037 -6.360
H -2.242 2.991 -6.310
H -1.349 1.549 -6.770
H -0.339 3.864 -3.905
H -1.403 3.118 -2.712
H -2.083 3.967 -4.097
H -2.926 0.517 -4.912
H -3.482 2.112 -4.431
H -2.741 1.048 -3.234
N 0.680 2.209 1.002
H 1.593 2.403 0.593
H 0.739 2.483 1.979
H 0.005 2.816 0.547
Se 0.522 -2.190 -0.287
C -0.152 -3.745 0.605
C 0.659 -4.874 0.558
C 0.219 -6.038 1.174
N -0.940 -6.144 1.818
C -1.714 -5.065 1.839
C -1.374 -3.854 1.250
H 1.620 -4.856 0.062
H 0.839 -6.927 1.151
H -2.666 -5.166 2.351
H -2.073 -3.035 1.289
C 4.322 -1.614 0.285
S 3.343 -0.383 -0.547
C 4.571 0.895 -0.720
O 2.428 0.196 0.557
H 5.110 -1.931 -0.398
H 3.665 -2.453 0.504
H 4.741 -1.194 1.198
H 5.365 0.521 -1.366
H 4.955 1.169 0.262
H 4.089 1.748 -1.194
```

Values from the calculation:
**Kohn-Sham gap (alpha / beta)**: 6.463 / 6.946 eV
**E_HOMO (alpha / beta)**: -12.436 / -12.436 eV
**2S+1**: 4
**Molar mass**: 1075.6 g/mol
**<S²>**: 3.86
**Total charge**: +2
**E_LUMO (alpha / beta)**: -5.973 / -5.491 eV
**E_tot**: -258037.3413 eV

***

This record from the Open Molecules 2025 dataset describes a structure of composition C39H74BrF3InO16S7. The level of theory is wB97M-V/def2-TZVPD.

```
141
Properties=species:S:1:pos:R:3
C 3.070 1.727 2.031
C 2.809 2.129 0.919
C 2.459 2.535 -0.420
In 1.200 0.932 -1.406
Br 0.337 -0.574 0.526
C -0.293 1.968 -2.649
C -1.608 1.266 -3.075
C -1.768 -0.218 -2.746
C -3.145 -0.574 -2.169
O -3.615 0.292 -1.151
C -3.166 -0.043 0.152
C 2.566 -0.329 -2.642
C 2.892 -1.661 -1.975
O 1.972 -2.680 -2.380
C 4.332 -2.158 -2.181
F 4.391 -3.455 -2.540
F 5.025 -2.080 -1.025
F 5.049 -1.473 -3.084
H 3.122 1.165 2.933
H 1.853 3.441 -0.387
H 3.343 2.655 -1.047
H -0.537 2.909 -2.145
H 0.231 2.277 -3.558
H -2.460 1.818 -2.679
H -1.704 1.376 -4.159
H -1.720 -0.789 -3.679
H -1.019 -0.660 -2.083
H -3.141 -1.620 -1.841
H -3.869 -0.515 -2.988
H -2.515 -0.916 0.117
H -2.565 0.781 0.544
H -4.010 -0.193 0.834
H 2.105 -0.497 -3.617
H 3.441 0.292 -2.796
H 2.766 -1.550 -0.893
H 1.184 -2.201 -2.670
C -0.619 -6.261 -5.503
C 0.676 -5.438 -5.440
C 0.280 -3.966 -5.273
S -1.309 -3.972 -4.425
O -2.311 -3.436 -5.313
O -1.140 -3.468 -3.091
C -1.493 -5.752 -4.361
H -0.426 -7.329 -5.410
H -1.119 -6.091 -6.460
H 1.269 -5.758 -4.580
H 1.289 -5.578 -6.330
H 0.997 -3.412 -4.670
H 0.138 -3.470 -6.231
H -2.545 -6.007 -4.464
H -1.119 -6.082 -3.391
C 5.623 2.809 7.122
C 6.430 3.125 5.854
C 5.424 3.312 4.707
S 3.907 3.901 5.473
O 2.882 2.899 5.317
O 3.675 5.275 5.103
C 4.491 3.828 7.159
H 6.233 2.862 8.022
H 5.212 1.800 7.052
H 7.000 4.045 6.003
H 7.142 2.334 5.620
H 5.751 4.047 3.977
H 5.196 2.374 4.206
H 3.666 3.540 7.809
H 4.855 4.819 7.428
C -4.246 5.396 -0.531
C -5.407 5.326 -1.534
C -4.852 5.724 -2.908
S -3.107 5.274 -2.891
O -2.322 6.481 -2.983
O -2.886 4.165 -3.775
C -3.073 4.689 -1.200
H -4.502 4.928 0.418
H -3.989 6.440 -0.335
H -5.789 4.304 -1.573
H -6.233 5.974 -1.243
H -5.340 5.194 -3.722
H -4.913 6.798 -3.076
H -2.107 4.924 -0.760
H -3.219 3.607 -1.227
C -7.198 -2.816 3.065
C -6.178 -2.362 2.012
C -6.952 -2.049 0.725
S -8.603 -1.554 1.243
O -9.555 -2.531 0.775
O -8.801 -0.150 0.989
C -8.343 -1.812 2.997
H -6.761 -2.855 4.062
H -7.565 -3.815 2.818
H -5.669 -1.462 2.362
H -5.416 -3.119 1.835
H -6.504 -1.237 0.157
H -7.057 -2.927 0.092
H -9.267 -2.166 3.448
H -8.058 -0.853 3.429
C 5.554 1.405 -7.443
C 5.637 2.810 -6.830
C 4.222 3.200 -6.383
S 3.373 1.657 -6.005
O 2.296 1.479 -6.946
O 3.156 1.553 -4.589
C 4.722 0.574 -6.472
H 6.542 0.970 -7.593
H 5.055 1.454 -8.414
H 6.304 2.791 -5.966
H 6.037 3.537 -7.537
H 4.223 3.821 -5.491
H 3.665 3.694 -7.177
H 4.315 -0.335 -6.907
H 5.280 0.339 -5.566
C 2.279 -5.553 0.538
C 1.721 -6.814 1.218
C 0.249 -6.541 1.554
S -0.318 -5.340 0.333
O -0.634 -4.116 1.013
O -1.266 -5.981 -0.551
C 1.244 -5.144 -0.505
H 3.250 -5.735 0.080
H 2.397 -4.754 1.273
H 1.792 -7.659 0.530
H 2.284 -7.074 2.114
H -0.369 -7.433 1.484
H 0.135 -6.087 2.537
H 1.344 -4.114 -0.846
H 1.249 -5.823 -1.358
C -0.397 3.330 7.986
C -0.631 1.922 7.424
C 0.487 1.023 7.965
S 0.983 1.733 9.541
O 2.341 2.203 9.419
O 0.595 0.862 10.623
C -0.113 3.147 9.475
H -1.255 3.980 7.822
H 0.467 3.782 7.494
H -1.601 1.550 7.763
H -0.640 1.918 6.336
H 0.157 0.002 8.133
H 1.358 1.031 7.312
H 0.376 4.002 9.937
H -1.016 2.887 10.027
```

Values from the calculation:
**Kohn-Sham gap**: 6.658 eV
**E_HOMO**: -4.662 eV
**Molar mass**: 1275.2 g/mol
**Total charge**: -1
**E_LUMO**: 1.996 eV
**E_tot**: -233616.7341 eV

***

Among the records above, which one has the highest E_tot?
C39H74BrF3InO16S7

***

The lowest E_tot belongs to which entry?
C39H74BrCrN4OP2SSeSiTe

***

Look up the E_tot of the second one.
-233616.7341 eV

***

What is the total charge in the second record?
-1